Entry 1:
This record from the OMol25 dataset describes a molecular structure, C8H26F2NO18P2S3Ti in a non-equilibrium geometry. The level of theory is the ωB97M-V functional and the def2-TZVPD basis.

Output
energy relative to the best compared isomer or geometry (same formula, charge and spin): 33.2 kcal per mole
Kohn-Sham gap (alpha / beta): 3.626 / 5.557 eV
<S²>: 3.755
multiplicity: 4
F_max: 6.1 eV Å⁻¹
total charge: -2
HOMO energy (alpha / beta): 0.538 / -1.401 eV

Last column: natural (NBO) charge in e.
Atoms and positions in Å:
Ti: -0.00891 0.29441 -0.88219  1.406
N: -1.80780 1.51666 -1.47517  -1.348
S: -1.79980 2.30063 -2.82302  2.347
O: -0.72633 3.24111 -3.11434  -0.961
O: -3.07824 2.52466 -3.44411  -0.952
F: -1.29081 1.03223 -3.73518  -0.543
S: -1.90756 2.96411 -0.54067  2.236
O: -2.95428 3.94058 -0.76832  -0.936
O: -0.60726 3.46522 -0.12772  -0.976
F: -2.38082 2.21817 0.81787  -0.521
S: 1.42570 -2.99548 -0.36660  2.568
O: 0.58094 -3.99167 0.33187  -1.049
O: 2.52526 -2.85765 0.65632  -1.092
O: 1.90996 -3.44607 -1.67877  -1.058
O: 0.73753 -1.66163 -0.48359  -1.208
C: -4.01247 -1.12529 -2.15942  -0.251
O: -3.57758 -0.45988 -0.97840  -0.762
H: -4.42183 -0.48784 -2.95056  0.163
H: -3.20491 -1.65454 -2.67515  0.164
H: -4.77853 -1.78786 -1.75906  0.166
H: -2.91584 0.22277 -1.23672  0.494
C: 1.33590 0.20659 2.28030  -0.245
O: 0.61680 1.05588 1.33668  -0.782
H: 2.36470 0.19198 1.92867  0.191
H: 1.19388 0.55869 3.30253  0.162
H: 0.87648 -0.77636 2.21506  0.234
H: 0.99904 1.93180 1.44829  0.490
C: -1.06552 -3.59326 6.12905  -0.257
O: -1.86749 -3.29946 4.98945  -0.803
P: -1.05654 -2.51027 3.83337  2.552
O: 0.00216 -3.24709 3.18117  -1.024
O: -2.25427 -2.00225 2.93648  -0.827
C: -2.03065 -1.35269 1.67496  -0.257
O: -0.54733 -1.16001 4.54160  -0.831
C: -1.46036 -0.23363 5.11252  -0.254
H: -1.45819 -3.03853 6.98511  0.164
H: -0.01205 -3.34050 6.00327  0.200
H: -1.09492 -4.64765 6.40588  0.181
H: -2.55691 -0.39415 1.62815  0.194
H: -2.58029 -1.91259 0.92311  0.222
H: -1.01694 -1.12478 1.33400  0.201
H: -1.05998 0.06858 6.08227  0.170
H: -2.46414 -0.60049 5.33629  0.187
H: -1.54434 0.62117 4.44211  0.196
C: 2.75948 3.70850 -1.93555  -0.255
O: 3.53180 2.70143 -2.59783  -0.820
P: 2.94463 1.28244 -2.96552  2.629
O: 1.59587 1.01935 -2.46574  -1.161
O: 3.08902 1.19329 -4.53959  -0.805
C: 2.25253 2.02296 -5.33791  -0.262
O: 4.04954 0.31189 -2.42367  -0.799
C: 3.78480 -1.08500 -2.56170  -0.306
H: 3.22090 3.97829 -0.98571  0.174
H: 1.72067 3.44215 -1.73101  0.245
H: 2.75838 4.58304 -2.58557  0.179
H: 1.60544 2.70291 -4.78354  0.217
H: 1.65332 1.48977 -6.07638  0.193
H: 2.93056 2.59996 -5.97500  0.168
H: 3.01232 -1.41504 -3.26140  0.211
H: 3.39151 -1.51953 -1.63937  0.258
H: 4.67373 -1.67004 -2.79191  0.183



Entry 2:
This record from the OMol25 dataset describes a molecular structure, C25H47Cl2NO3RhSi2 in a non-equilibrium geometry. The level of theory is the ωB97M-V functional and the def2-TZVPD basis.

Output
Kohn-Sham gap (alpha / beta): 5.727 / 5.403 eV
<S²>: 6.045
multiplicity: 5
F_max: 4.0 eV Å⁻¹
total charge: +1
HOMO energy (alpha / beta): -9.817 / -11.593 eV

Last column: Löwdin charge in e.
Atoms and positions in Å:
O: 0.44061 -0.54717 -2.50531  -0.246
O: -5.23267 -0.10212 -1.49747  -0.162
C: 0.32468 0.81383 -3.01077  -0.256
C: 1.23168 1.13883 -4.17837  -0.065
H: 0.58710 1.44726 -2.15672  0.107
H: -0.72023 1.01187 -3.28315  0.099
H: 2.28708 0.99505 -3.92345  0.070
H: 1.09356 2.19934 -4.41513  0.085
H: 0.99889 0.55384 -5.07592  0.083
C: -0.64546 -1.44055 -2.84559  -0.250
C: -1.79522 -0.93223 -3.69291  -0.077
H: -1.10914 -1.74314 -1.89200  0.094
H: -0.20793 -2.33825 -3.31042  0.109
H: -2.41376 -0.23185 -3.12006  0.079
H: -2.42717 -1.80482 -3.89609  0.091
H: -1.53552 -0.48905 -4.65928  0.086
C: -4.91787 -0.88588 -0.35728  -0.301
C: -5.47780 1.24122 -1.09684  -0.301
C: -4.80523 -2.33982 -0.76894  -0.074
H: -5.72551 -0.79457 0.39390  0.123
H: -3.96808 -0.55245 0.09953  0.102
H: -5.75524 -2.65555 -1.22132  0.085
H: -4.61556 -2.93906 0.12753  0.077
H: -3.98985 -2.51318 -1.48876  0.065
C: -6.22932 1.90777 -2.22758  -0.078
H: -4.55035 1.80431 -0.87913  0.111
H: -6.09897 1.24533 -0.18359  0.118
H: -5.74373 1.71707 -3.19445  0.080
H: -6.31422 2.98729 -2.06311  0.078
H: -7.23441 1.46831 -2.26855  0.082
H: -1.72051 0.40142 2.09467  0.024
Rh: 2.36381 -0.53358 -0.58498  0.970
C: -1.83964 1.28883 1.47648  -0.192
Si: -1.51185 2.81978 2.51648  0.446
H: -1.07386 1.20770 0.66955  0.025
H: -2.84239 1.31241 1.00937  0.015
C: -1.98062 4.37817 1.59638  -0.184
C: 0.32266 2.87836 2.94154  -0.191
C: -2.57371 2.62084 4.05208  -0.182
C: 3.15841 -1.49935 -2.00174  -0.352
Si: 2.31399 -2.93703 -1.10430  0.371
H: 4.25890 -1.59909 -1.93727  0.031
H: 2.81152 -1.42400 -3.05440  0.031
C: 1.86510 -4.22882 -2.42240  -0.155
C: 0.72419 -2.50681 -0.17607  -0.203
C: 3.61683 -3.72261 -0.01103  -0.177
H: -3.45269 2.01143 3.82410  0.031
H: -2.91301 3.59319 4.43102  0.032
H: -2.00106 2.12257 4.83718  0.027
H: -1.18330 4.70688 0.92121  0.030
H: -2.12901 5.15854 2.35036  0.031
H: -2.90948 4.29250 1.02311  0.030
H: 0.93156 2.95812 2.02881  0.022
H: 0.61212 1.94993 3.45457  0.018
H: 0.59288 3.71354 3.59362  0.032
H: -0.09299 -2.87846 -0.80148  0.028
H: 0.51024 -1.43669 0.02416  0.018
H: 0.72186 -3.04645 0.77517  0.035
H: 3.32545 -4.77247 0.12536  0.038
H: 3.71048 -3.24368 0.97219  0.012
H: 4.58905 -3.68307 -0.52193  0.044
H: 1.97800 -5.24400 -2.01283  0.039
H: 2.53651 -4.13381 -3.28464  0.042
H: 0.82793 -4.12933 -2.76628  0.018
Cl: 5.61290 3.19029 0.00027  0.826
C: 5.24723 2.03365 1.19438  -0.552
C: 5.90838 1.97397 2.42508  -0.070
C: 5.56383 1.02976 3.40317  -0.548
Cl: 6.34892 1.01174 4.93650  0.801
C: 4.48321 0.12396 3.19577  -0.152
C: 3.90197 -0.72671 4.14963  0.011
C: 2.78399 -1.46421 3.82279  -0.004
C: 2.25377 -1.42114 2.52667  -0.085
N: 2.80009 -0.64064 1.59877  0.039
C: 3.84203 0.16292 1.91835  -0.125
C: 4.16792 1.13125 0.90772  -0.312
O: 3.47608 1.17106 -0.18483  -0.115
H: 6.68851 2.68676 2.65781  0.122
H: 4.29234 -0.77369 5.16649  0.113
H: 2.26374 -2.08489 4.54533  0.124
H: 1.36736 -2.02067 2.28924  0.108



Entry 3:
This record from the OMol25 dataset describes a molecular structure, C29H22BrClINOPPtS. The level of theory is the ωB97M-V functional and the def2-TZVPD basis.

Output
energy relative to the best compared isomer or geometry (same formula, charge and spin): 0.0 kcal per mole
Kohn-Sham gap (alpha / beta): 6.747 / 7.372 eV
<S²>: 0.755
multiplicity: 2
F_max: 0.5 eV Å⁻¹
total charge: 0
HOMO energy (alpha / beta): -6.183 / -7.268 eV

Last column: natural (NBO) charge in e.
Atoms and positions in Å:
Pt: 0.67010 0.14463 -0.34002  0.306
O: 1.00207 -1.73852 -1.29916  -0.635
N: 1.09652 -1.72352 -2.62144  0.012
C: 1.58853 -2.85342 -3.17808  0.029
C: 1.70988 -2.98496 -4.53073  -0.269
C: 1.31716 -1.91457 -5.34330  -0.177
C: 0.82960 -0.77533 -4.76242  -0.230
C: 0.70570 -0.65196 -3.36474  0.020
S: 0.09594 0.76810 -2.61877  -0.216
H: 1.85979 -3.60591 -2.45451  0.237
H: 2.10653 -3.90063 -4.94186  0.229
H: 1.40414 -1.98223 -6.41893  0.222
H: 0.52523 0.07456 -5.35544  0.234
Cl: 2.50183 0.48955 2.78887  0.030
C: 1.26473 1.58661 3.32231  -0.008
C: 1.05069 1.68639 4.68790  -0.232
C: 0.10061 2.57139 5.17066  -0.186
C: -0.62526 3.35166 4.28384  -0.234
C: -0.40542 3.23350 2.92043  -0.121
C: 0.54263 2.34905 2.40713  -0.423
P: 0.76237 2.12458 0.59930  1.026
C: -0.46218 3.28886 -0.08558  -0.371
C: -1.71463 2.78998 -0.43441  -0.196
C: -2.69560 3.63824 -0.92504  -0.200
C: -2.42818 4.99032 -1.08197  -0.218
C: -1.17876 5.49354 -0.74604  -0.160
C: -0.20034 4.64736 -0.24725  -0.221
C: 2.35066 2.96294 0.25953  -0.382
C: 3.15806 3.50285 1.25298  -0.206
C: 4.37030 4.09731 0.92547  -0.202
C: 4.77683 4.16709 -0.39622  -0.205
C: 3.96740 3.64132 -1.39610  -0.230
C: 2.76557 3.03792 -1.07167  -0.132
H: 1.63292 1.06968 5.35792  0.231
H: -0.06897 2.64770 6.23617  0.219
H: -1.36703 4.04864 4.64817  0.218
H: -0.99188 3.83468 2.23992  0.220
H: -1.90881 1.72790 -0.33791  0.236
H: -3.66387 3.23967 -1.19720  0.216
H: -3.18975 5.65113 -1.47516  0.214
H: -0.96362 6.54620 -0.87591  0.207
H: 0.77379 5.04466 0.01106  0.225
H: 2.84556 3.47467 2.28790  0.219
H: 4.99339 4.50820 1.70885  0.213
H: 5.72073 4.63162 -0.65024  0.213
H: 4.27820 3.69458 -2.43123  0.215
H: 2.14782 2.60699 -1.85128  0.228
Br: 2.19550 -3.31023 1.81632  0.087
C: 0.56212 -4.25458 1.91067  -0.113
C: 0.62621 -5.63211 2.08139  -0.229
C: -0.53652 -6.37816 2.16619  -0.202
C: -1.76838 -5.74948 2.08422  -0.210
C: -1.83313 -4.37700 1.91460  -0.217
C: -0.67105 -3.61720 1.82719  -0.206
I: -0.86292 -1.55134 1.54607  0.231
H: 1.59333 -6.11047 2.14857  0.229
H: -0.47652 -7.44996 2.29838  0.219
H: -2.68161 -6.32565 2.14989  0.219
H: -2.79292 -3.88458 1.84466  0.226



no.,E_tot (eV)
1,-126699.466
2,-78119.592
3,-148003.687